Record 1
23
Properties=species:S:1:pos:R:3 method="wB97M-V/def2-TZVPD" total_charge=+1 homo_lumo_gap_ev="10.62 / 4.85" multiplicity=2 lumo_energy_ev="-3.284 / -8.443"
S 3.154 1.357 1.149
O -1.270 -1.986 -3.423
O -1.866 -1.681 -0.221
O 0.085 -2.006 2.621
N 0.736 1.987 -1.001
C 0.508 1.561 0.305
C 1.476 0.581 1.053
C -0.788 0.724 0.354
H 1.527 -0.448 0.694
H 1.375 0.513 2.265
H 0.418 2.356 1.034
H -1.644 1.350 0.562
H -2.236 -1.145 -0.928
H -0.483 -2.124 1.810
H -1.515 -1.234 -2.971
H -0.729 0.060 -0.497
H 0.044 2.776 -1.331
H -0.817 -0.037 1.210
H -0.411 -1.902 -3.784
H 1.079 1.310 -1.597
H -0.514 -1.810 3.377
H 3.491 2.226 0.171
H -1.619 -2.428 -0.851



Record 2
60
Properties=species:S:1:pos:R:3 method="wB97M-V/def2-TZVPD" total_charge=+2 homo_lumo_gap_ev=6.98 multiplicity=1 lumo_energy_ev=-5.610
Br 1.966 -1.634 4.908
Br 1.711 -2.948 1.717
Br 5.230 -1.101 -0.600
Br 2.923 2.144 -4.530
Br 2.713 1.538 6.047
Br -2.989 5.137 0.709
Br 0.740 2.379 0.516
Br 3.557 -2.401 -3.776
O -2.530 0.390 -0.117
O -1.865 0.159 -2.243
O -1.808 1.630 3.949
O -3.488 -0.533 1.911
O -0.536 -2.218 -1.168
O -1.420 0.549 2.052
O -4.464 0.402 3.682
O -1.453 -1.519 0.788
N 0.482 -3.701 -4.139
N -5.786 -2.051 2.689
N -0.334 2.974 -3.972
C -2.148 0.934 3.092
C 1.571 -0.017 3.897
C 3.775 -0.609 -4.530
C -1.785 3.660 0.274
C -0.606 3.663 1.205
C 3.755 -1.449 0.653
C 2.991 -2.695 0.249
C -1.172 -1.431 -0.499
C 2.925 0.358 -3.747
C 1.231 1.123 4.815
C -1.842 -0.173 -1.080
C -3.516 0.286 2.966
B -2.221 -0.303 1.152
H 3.118 -0.569 0.613
H -2.377 2.757 0.320
H 2.465 0.235 3.325
H -0.462 -3.980 -3.858
H -5.449 -2.803 2.080
H -5.244 -2.070 3.569
H -0.285 2.354 -4.788
H -0.963 3.765 -4.123
H 3.532 -0.709 -5.584
H 4.834 -0.375 -4.489
H 0.639 3.168 -3.687
H 2.489 -2.481 -0.681
H 0.826 -0.262 3.149
H -5.570 -1.135 2.257
H 0.396 0.938 5.480
H 0.369 -3.062 -4.933
H 3.605 -3.583 0.225
H 3.265 0.371 -2.711
H 1.043 -4.539 -4.328
H -1.461 3.844 -0.744
H 1.007 2.038 4.276
H 0.967 -3.136 -3.402
H -0.795 3.394 2.238
H -6.770 -2.242 2.908
H -0.668 2.369 -3.185
H 1.902 -0.002 -3.647
H 4.161 -1.492 1.659
H -0.180 4.663 1.189



Record 3
23
Properties=species:S:1:pos:R:3 method="wB97M-V/def2-TZVPD" total_charge=-1 homo_lumo_gap_ev=5.92 multiplicity=1 lumo_energy_ev=3.051
S 1.289 0.529 -1.768
O -1.929 -2.083 -1.616
O -0.311 -2.285 1.439
O -1.377 2.573 -1.898
N 0.285 0.692 2.040
C -1.100 0.916 2.512
C 1.571 0.736 -0.041
C 0.550 -1.503 0.676
C 0.379 0.043 0.753
H -0.558 2.490 -2.368
H -1.439 1.759 -1.379
H -1.227 0.967 3.604
H -1.497 -1.907 -0.657
H 1.508 -1.851 0.823
H -1.856 0.246 2.052
H 0.799 0.501 2.783
H 0.623 -1.789 -0.409
H -1.121 -1.964 -2.200
H -1.275 1.934 2.137
H 1.597 1.716 0.248
H 2.616 0.339 0.239
H -0.514 0.219 0.192
H 0.263 -2.758 2.141



Record 4
8
Properties=species:S:1:pos:R:3 method="wB97M-V/def2-TZVPD" homo_lumo_gap_ev="6.70 / 6.69" multiplicity=1 lumo_energy_ev="-1.639 / -1.651"
S -4.572 0.614 0.776
O -0.511 1.939 -1.677
N -2.364 -1.638 -1.602
N 0.085 0.420 -0.008
N -3.013 -0.964 -0.911
C -3.668 -0.277 -0.159
C -0.115 1.192 -0.893
H 0.874 -0.061 0.351



Record 5
20
Properties=species:S:1:pos:R:3 method="wB97M-V/def2-TZVPD" homo_lumo_gap_ev=3.98 multiplicity=1 lumo_energy_ev=-3.777
O 1.147 2.285 0.098
N -1.430 -3.018 0.574
N 1.220 0.081 -1.872
C -0.014 -0.525 -1.358
C -0.111 2.184 0.485
C -0.779 1.065 1.045
C 0.294 -1.065 0.025
C -0.038 -0.263 1.260
H -0.540 -1.403 -1.859
H -0.706 3.148 0.409
H 1.441 0.962 -1.213
H -2.082 -2.661 -0.057
H 1.233 -1.502 -0.196
H -0.782 0.241 -1.185
H -1.599 -3.907 1.008
H -0.710 -0.814 1.930
H 0.866 0.012 1.870
H -1.745 1.327 1.583
H -0.414 -1.992 0.126
H 1.229 0.484 -2.857



Record 6
34
Properties=species:S:1:pos:R:3 method="wB97M-V/def2-TZVPD" homo_lumo_gap_ev="6.65 / 6.64" multiplicity=1 lumo_energy_ev="-2.815 / -2.816"
Au 1.409 0.678 -0.259
F 1.326 2.331 2.908
F -0.890 2.960 3.080
F 0.649 4.386 2.115
F 0.019 2.455 1.027
O 2.886 1.179 -1.478
N -0.531 1.018 -0.974
C -2.090 -1.193 -3.508
C -1.132 -0.132 -1.595
C -2.206 -2.367 -2.780
C -1.542 -0.067 -2.915
C 4.128 1.787 -1.197
C -1.224 -1.303 -0.847
C 0.369 -0.556 0.951
C 0.817 -0.516 2.256
C -0.879 -2.117 2.824
C 0.195 -1.323 3.199
C -0.717 -1.322 0.541
C -1.773 -2.422 -1.464
C -1.332 -2.112 1.517
B 0.276 3.078 2.346
H -1.444 0.856 -3.474
H -1.004 1.368 -0.134
H -2.620 -3.252 -3.246
H 1.620 0.146 2.558
H -1.387 -2.723 3.562
H 4.870 1.418 -1.908
H -1.834 -3.352 -0.915
H 4.062 2.874 -1.312
H 4.494 1.579 -0.190
H 0.539 -1.305 4.224
H -2.203 -2.696 1.246
H -0.435 1.796 -1.621
H -2.417 -1.152 -4.538



Record 7
10
Properties=species:S:1:pos:R:3 method="wB97M-V/def2-TZVPD" homo_lumo_gap_ev=10.01 multiplicity=1 smiles="C=CF.SS" lumo_energy_ev=0.668
S 1.004 2.283 -1.103
S 2.396 1.111 -1.759
F 0.489 -0.903 0.201
C -1.279 -1.055 1.726
C -0.785 -0.724 0.528
H -2.286 -0.896 2.013
H 0.274 1.192 -0.755
H -1.318 -0.279 -0.308
H 2.031 0.853 -2.974
H -0.527 -1.584 2.431



Record 8
171
Properties=species:S:1:pos:R:3 method="wB97M-V/def2-TZVPD" total_charge=+1 homo_lumo_gap_ev=7.01 multiplicity=1 lumo_energy_ev=-3.893
Cl 1.147 1.370 0.266
O 7.893 -7.857 2.603
O -0.013 -5.712 1.338
O -3.268 11.066 -1.256
O -4.485 2.284 6.095
O -3.143 -6.181 -4.142
O -9.866 11.855 1.489
O -0.120 3.307 2.989
O -3.412 7.063 4.147
O -5.085 -5.728 2.590
O 9.440 -9.074 -2.316
O 4.933 -1.463 -4.712
O -1.118 -2.968 -1.779
O 3.444 1.125 -9.408
O -6.922 14.269 -2.200
O 1.663 12.976 -0.894
O 2.839 -5.277 -2.027
O -6.499 -9.332 6.210
O 0.446 -5.612 -2.386
O -0.762 7.701 0.099
O 9.460 -1.762 3.725
O 7.808 -4.088 -1.113
O -6.449 11.286 3.132
O -1.787 -2.592 -7.802
O -2.836 -0.129 1.671
O 5.787 -5.164 1.985
O 0.414 -1.196 -5.730
O 3.453 -8.474 4.247
N 0.099 -2.505 -1.378
N 0.182 -1.252 -0.916
N 2.213 -2.334 -0.862
N 2.125 -0.031 0.000
C 7.572 -2.120 2.371
C -4.799 10.312 4.497
C -4.111 8.032 3.915
C 7.546 -2.138 -2.404
C -2.185 -4.084 -4.607
C 3.522 -0.065 0.352
C 1.109 -0.662 -6.579
C 7.679 -4.808 3.342
C 0.242 11.108 -0.731
C -0.164 5.425 0.146
C -2.762 1.990 4.522
C -4.037 9.250 4.752
C 9.989 -8.983 -0.031
C -3.032 -4.364 -0.750
C -0.269 4.321 2.331
C -6.175 -8.507 5.381
C -1.845 -3.180 -5.524
C -2.749 -4.690 -7.342
C -5.065 8.038 2.785
C -2.099 -3.414 -6.964
C 2.730 -6.365 3.500
C -9.039 13.456 -1.569
C 1.279 -3.264 -1.419
C 0.785 -6.347 2.008
C 0.714 -7.822 2.089
C -4.975 0.772 4.361
C -2.137 11.505 -1.174
C -6.066 -7.822 3.029
C -0.608 13.415 -1.327
C -0.997 10.628 -0.823
C 1.859 -5.672 2.768
C -2.351 1.383 3.410
C -3.057 -5.547 0.359
C 2.749 0.594 -8.566
C 1.584 -8.516 2.821
C 8.250 -8.136 1.475
C 2.660 -7.842 3.583
C 0.532 12.538 -0.976
C 4.513 -0.169 1.070
C 5.595 -2.066 -3.887
C -3.089 -5.594 -6.422
C 7.347 -7.949 0.318
C 1.545 -1.116 -0.554
C -9.778 12.848 -0.642
C 9.601 -8.676 1.206
C -5.411 -6.556 3.422
C -6.421 -8.730 3.938
C 8.621 -2.542 3.327
C -2.833 -5.359 -4.983
C 7.150 -3.486 -1.937
C 6.649 -2.976 1.936
C -9.190 12.408 0.643
C -1.848 12.935 -1.420
C 8.603 -3.951 3.778
C 3.307 0.178 -7.260
C 0.549 -0.248 -7.883
C -0.615 6.695 0.763
C -5.165 -6.333 4.863
C -5.827 9.100 2.529
C 5.198 -3.414 -3.421
C -4.107 1.731 5.083
C 2.545 -0.406 -6.337
C -7.597 13.716 -1.354
C 9.086 -8.796 -1.189
C 1.311 0.337 -8.807
C -7.749 12.668 0.860
C 5.920 -4.073 -2.515
C 6.632 -4.385 2.387
C -0.882 6.690 2.218
C -0.003 4.326 0.879
C -0.721 5.586 2.947
C -5.753 10.318 3.366
C -5.519 -7.239 5.773
C 6.824 -1.479 -3.310
C -7.010 13.276 -0.069
C -3.218 0.426 2.689
C -4.562 0.166 3.249
C 7.735 -8.256 -0.919
C -1.682 -3.539 -0.522
B 1.512 -4.779 -1.955
H 0.918 0.648 -9.767
H -1.371 -2.245 -5.260
H 2.936 -0.717 -5.378
H -2.693 13.563 -1.676
H -1.212 7.624 2.651
H -5.106 7.139 2.183
H -3.099 -4.777 -1.807
H -4.758 11.212 5.099
H -1.227 9.584 -0.648
H -0.905 -4.272 -0.082
H 3.396 -4.684 -1.466
H 0.155 -5.253 -3.255
H -1.789 -2.718 0.266
H 4.297 -3.829 -3.855
H -5.955 0.594 4.786
H 8.447 -1.723 -1.970
H -0.378 14.459 -1.503
H 1.896 -4.592 2.696
H 7.100 -0.492 -3.662
H 9.378 -4.244 4.476
H -7.333 12.338 1.806
H 5.874 -2.684 1.237
H -1.373 1.560 2.984
H 0.322 3.385 0.456
H -2.004 -3.927 -3.552
H -0.504 -0.445 -8.041
H -3.898 -3.669 -0.492
H -4.685 -5.400 5.133
H 6.363 -7.553 0.534
H -5.347 -7.093 6.832
H 10.249 -8.805 2.064
H 3.522 -5.887 4.063
H -0.911 5.565 4.012
H -4.119 -5.674 0.755
H 4.360 0.374 -7.099
H 7.652 -5.842 3.662
H 10.973 -9.379 -0.246
H -10.833 12.649 -0.784
H -5.955 13.475 0.072
H -2.714 -6.483 -0.176
H -6.238 -7.968 1.970
H -6.529 9.122 1.705
H -2.311 -5.365 1.196
H -6.900 -9.662 3.668
H 1.087 10.481 -0.474
H -2.928 -4.845 -8.398
H -9.453 13.785 -2.514
H 7.086 -8.126 -1.777
H 1.546 -9.596 2.893
H 5.402 -0.221 1.764
H -0.523 -0.521 -0.773
H 5.644 -5.060 -2.163
H -3.334 9.228 5.576
H -5.183 -0.537 2.708
H -0.078 -8.299 1.525
H 0.025 5.444 -0.920
H -2.139 2.693 5.061
H 7.600 -1.085 2.051
H -3.563 -6.532 -6.681